No. 1
60
Properties=species:S:1:pos:R:3 method="wB97M-V/def2-TZVPD" e_above_lowest_kj_mol=1948.34 largest_force_ha_per_bohr=0.16695
C 10.1898 18.2521 5.5427
O 11.1793 17.2142 5.6821
C 10.6102 15.9453 5.3891
C 11.6846 14.8498 5.3503
C 12.7613 14.9125 4.2310
N 10.8896 13.6456 5.1708
H 9.7196 18.1914 6.5242
H 9.4782 18.1144 4.7286
H 10.7572 19.1767 5.4375
H 9.8998 15.7895 6.2011
H 10.0266 15.9644 4.4687
H 12.0793 14.9033 6.3649
H 13.5260 15.6877 4.2796
H 12.2342 14.9881 3.2800
H 13.3562 14.0012 4.2931
H 11.4045 12.8044 5.3881
H 10.1205 13.7991 5.8073
C 9.0624 21.2058 2.7017
O 8.5556 20.5332 1.5585
C 8.4414 21.2762 0.3380
C 7.6034 20.4333 -0.6422
C 7.3127 21.1946 -1.9596
N 6.2715 20.0123 -0.0801
H 8.3228 21.8588 3.1650
H 9.9136 21.8427 2.4609
H 9.2177 20.4891 3.5082
H 8.0072 22.2423 0.5955
H 9.3987 21.4245 -0.1616
H 8.1429 19.5201 -0.8934
H 6.7516 20.6897 -2.7459
H 8.2378 21.6262 -2.3416
H 6.7564 22.1157 -1.7854
H 6.2731 19.8104 0.9095
H 5.6359 20.7972 -0.0682
C 9.2501 18.4422 -0.2131
O 9.7681 18.2199 1.0719
C 10.8274 17.2422 1.1865
C 11.7547 17.2384 2.4439
C 13.0826 16.4025 2.2339
N 11.0430 16.9034 3.6436
H 8.6999 19.3832 -0.2185
H 8.6665 17.5356 -0.3728
H 10.1136 18.6035 -0.8585
H 10.4785 16.2868 0.7947
H 11.4995 17.5434 0.3829
H 11.9979 18.2979 2.5245
H 13.6916 16.9349 1.5033
H 12.9643 15.3600 1.9384
H 13.6463 16.4565 3.1653
H 10.6382 17.7001 4.1144
H 11.7142 16.4215 4.2246
O 8.4226 18.8992 4.0874
H 7.9609 18.3388 3.4638
H 7.8349 18.9549 4.8409
O 10.4204 19.0910 3.6274
H 9.9749 19.5918 2.9441
H 9.7972 19.0684 4.3535
O 8.7303 16.9468 2.7465
H 9.6270 16.7834 2.4543
H 8.7751 17.7886 3.2000

No. 2
68
Properties=species:S:1:pos:R:3 method="wB97M-V/def2-TZVPD" largest_force_ha_per_bohr=0.01673 total_charge=-1
C -0.8710 -1.4679 2.5814
B -1.2924 0.0659 2.1208
C -0.0094 1.1257 2.0808
P 1.3620 0.6238 1.0761
O 2.1999 1.6914 0.4969
O 2.2752 -0.3748 1.9630
O 0.8070 -0.3353 -0.1017
B -2.1722 0.0781 0.6437
O -2.1313 1.1331 -0.2930
O -3.0045 -0.9627 0.2524
P -2.4753 0.9487 3.4613
O -2.4884 -0.0412 4.7991
Cl -4.4646 0.5457 2.7737
H -1.0558 -2.2407 1.8180
H 0.1897 -1.5555 2.8384
H -1.4008 -1.8218 3.4729
H 0.4223 1.2452 3.0839
H -0.2857 2.1287 1.7468
H 2.1333 -1.3018 1.7217
H 0.2287 -1.0296 0.2412
H -2.7626 1.8365 -0.1285
H -2.6908 -1.8028 0.5922
H -2.9983 -0.8431 4.6380
C 5.1724 3.1507 -1.6158
C 5.2226 1.7315 -2.1522
O 5.2303 0.7689 -1.1102
H 6.0252 3.3388 -0.9614
H 5.1876 3.8774 -2.4315
H 4.2587 3.2986 -1.0367
H 6.1369 1.5635 -2.7253
H 4.3715 1.5592 -2.8212
H 4.4114 0.9016 -0.6121
C -1.5465 4.7963 6.1053
C -0.3402 4.8422 5.1836
O -0.4899 3.9937 4.0627
H -1.7293 3.7729 6.4332
H -1.3947 5.4304 6.9817
H -2.4424 5.1431 5.5847
H 0.5493 4.4840 5.7033
H -0.1445 5.8753 4.8672
H -1.2747 4.2493 3.5681
C 3.1986 -5.4666 3.1861
C 3.2086 -4.4451 2.0650
O 2.5933 -3.2231 2.4490
H 2.1769 -5.6616 3.5128
H 3.6487 -6.4054 2.8587
H 3.7646 -5.1020 4.0466
H 2.6344 -4.8055 1.2120
H 4.2333 -4.2623 1.7244
H 3.0785 -2.8481 3.1919
C -3.0438 0.5954 -4.0970
C -1.6309 0.0674 -4.2469
O -0.6560 0.9692 -3.7491
H -3.1553 1.5459 -4.6212
H -3.7757 -0.1060 -4.4988
H -3.2629 0.7607 -3.0394
H -1.3930 -0.0856 -5.3011
H -1.5373 -0.8990 -3.7340
H -0.8141 1.0962 -2.8041
C -2.2342 -3.0544 -7.2615
C -3.3116 -2.3008 -6.5058
O -3.5023 -0.9826 -7.0058
H -1.2903 -2.5108 -7.2149
H -2.0857 -4.0486 -6.8369
H -2.5068 -3.1725 -8.3136
H -3.0275 -2.1780 -5.4612
H -4.2562 -2.8562 -6.5306
H -3.7720 -1.0438 -7.9271

No. 3
64
Properties=species:S:1:pos:R:3 method="wB97M-V/def2-TZVPD" e_above_lowest_kj_mol=427.16 largest_force_ha_per_bohr=0.21698
N -0.4289 1.5557 -2.3458
C -1.5079 1.1557 -2.8798
N -2.6309 1.6197 -2.4618
O -1.4019 0.0587 -3.7778
H 0.4671 1.3357 -2.7748
H -0.2429 2.2297 -1.6508
H -3.5169 1.4847 -3.0298
H -2.5799 2.5107 -1.9548
N -3.9119 -2.1993 0.1752
C -3.1929 -1.2183 -0.2148
N -3.7009 -0.6273 -1.2148
O -2.0519 -0.8113 0.4742
H -3.6399 -2.6213 1.0692
H -4.8249 -2.3013 -0.2628
H -3.2249 0.2377 -1.5008
H -4.6649 -0.7773 -1.6238
C 2.2681 2.9567 -0.0558
C 1.0561 3.8007 0.1012
C 1.3911 5.1707 0.7272
O 0.3251 3.9837 -0.9168
H 2.1281 1.9267 -0.4048
H 2.8601 2.7927 0.8632
H 2.9471 3.4997 -0.7068
H 0.4491 3.2527 0.7882
H 1.9261 5.0497 1.6902
H 0.5431 5.8537 0.8762
H 2.0201 5.6847 0.0302
H -0.6309 3.8927 -0.6168
C 1.6781 -4.8113 1.3592
C 0.5551 -4.6663 0.3632
C -0.3879 -3.6053 0.7572
O 0.9531 -4.5603 -0.8768
H 2.4291 -5.5173 0.9212
H 1.4581 -5.0263 2.4632
H 2.1031 -3.7553 1.4102
H 0.0391 -5.6143 0.3862
H -1.2539 -3.4533 0.0432
H 0.1161 -2.6623 0.8922
H -0.8529 -3.8493 1.6632
H 0.1491 -4.4423 -1.3688
C 0.3641 0.3937 1.6542
O -0.7759 0.9177 2.3282
H 0.0481 0.3817 0.5792
H 0.6431 -0.6743 1.8322
H 1.1831 0.9917 1.8082
H -1.5159 0.5827 1.8722
C 1.2561 -1.0463 -1.4318
O 2.2631 -1.9443 -1.0018
H 0.2471 -1.2573 -1.0568
H 1.0061 -1.1823 -2.4858
H 1.5261 -0.0133 -1.3358
H 1.9121 -2.7893 -0.8688
C 4.1721 -1.9803 1.7292
O 3.1511 -1.0573 1.7902
H 3.7871 -2.9063 2.1292
H 5.0061 -1.6613 2.3012
H 4.4861 -2.0543 0.6972
H 2.5151 -1.4593 1.1672
C -2.2319 2.9437 0.4892
O -2.5559 3.6227 -0.7018
H -2.0229 3.7107 1.2612
H -1.4369 2.2387 0.3132
H -3.0809 2.3717 1.0322
H -3.1629 4.3387 -0.5188

No. 4
64
Properties=species:S:1:pos:R:3 method="wB97M-V/def2-TZVPD" e_above_lowest_kj_mol=421.20 largest_force_ha_per_bohr=0.04669
C -0.9732 -1.7396 -7.2091
O -1.5064 -1.2360 -8.4196
C -0.5099 -1.0525 -9.3921
C -1.0766 -0.7684 -10.8016
C -2.0190 -1.8808 -11.3181
N -0.0424 -0.4941 -11.7216
H -1.7952 -2.0576 -6.5677
H -0.3437 -0.9809 -6.7442
H -0.4298 -2.6734 -7.3537
H 0.0397 -0.1644 -9.0801
H 0.1101 -1.9386 -9.5277
H -1.6492 0.1572 -10.8606
H -1.5559 -2.8615 -11.4266
H -2.2551 -1.5750 -12.3374
H -2.8893 -2.0018 -10.6732
H 0.4527 0.3513 -11.4759
H -0.4960 -0.2533 -12.5912
C 4.2806 0.6623 4.3636
O 4.9872 1.5864 5.1253
C 6.2869 1.1947 5.5155
C 6.3966 0.1226 6.6761
C 5.7253 0.6569 7.9659
N 7.8141 -0.1583 6.9786
H 4.9337 0.2547 3.5921
H 3.4463 1.1872 3.8983
H 3.9665 -0.0769 5.1004
H 6.8783 0.7615 4.7088
H 6.7471 2.1554 5.7467
H 5.9099 -0.7900 6.3319
H 6.3758 1.4257 8.3829
H 5.3300 -0.1967 8.5165
H 4.7518 1.1197 7.8040
H 8.1300 0.7221 7.3595
H 7.9620 -0.8372 7.7117
C -0.7010 4.0369 -1.4089
O -0.6869 3.1900 -2.5194
H -0.2017 3.4658 -0.6261
H -0.0957 4.9364 -1.5209
H -1.6720 4.4584 -1.1491
H -1.3476 3.5086 -3.1387
C -1.3876 -2.6115 7.3969
O -1.1434 -2.0243 6.0643
H -2.4324 -2.6877 7.6981
H -0.9361 -3.6032 7.4226
H -0.7856 -2.1750 8.1938
H -0.7313 -2.6658 5.4811
C -5.9390 3.5588 1.6220
O -5.0256 2.5192 1.6480
H -6.9102 3.0650 1.6515
H -5.8538 4.1088 2.5592
H -5.7413 4.0525 0.6705
H -4.5303 2.4976 2.4700
C -4.7117 -3.5611 0.6289
O -6.1351 -3.7169 0.8428
H -4.2841 -3.7926 -0.3466
H -4.4787 -2.5086 0.7905
H -4.2340 -4.2021 1.3698
H -6.2726 -4.6376 0.6082
O -0.5468 -0.3405 -0.2074
H -0.5715 -0.0546 0.7057
H -0.5023 0.4717 -0.7121
O -2.0562 2.1469 5.0421
H -1.7800 1.2563 5.2586
H -1.2884 2.6878 5.2271

| no. | LUMO level (eV) | HOMO energy (eV) | HOMO-LUMO gap (eV) |
| --- | --- | --- | --- |
| 1 | 0.242 | -6.77 | 7.0 |
| 2 | 2.366 | -4.47 | 6.8 |
| 3 | -0.092 | -8.77 | 8.7 |
| 4 | 0.155 | -9.15 | 9.3 |